Entry 1:
The following is a quantum chemistry calculation of an isolated ion of composition C3H11N2 and charge +1, from the Open Molecules 2025 dataset.

Geometry as XYZ:
```
16
Properties=species:S:1:pos:R:3:forces:R:3
C -1.4639 0.4669 -0.3583 0.106 -0.269 -0.431
C -0.2199 0.0227 0.4054 -1.017 2.338 -0.463
N 0.3082 1.3175 1.1363 0.784 -1.350 0.438
C 0.8523 -0.5228 -0.5116 0.449 -1.067 0.337
N 0.6888 -1.9816 -0.4990 0.464 0.027 -0.059
H -1.2236 1.3188 -1.0043 -0.088 0.036 0.172
H -1.7531 -0.3207 -1.0548 -0.041 -0.137 0.139
H -2.3303 0.6780 0.2628 0.066 0.136 0.119
H -0.5082 -0.5737 1.2518 0.385 -0.902 -0.014
H 1.3035 1.1620 1.3168 0.102 0.277 -0.251
H 0.1951 2.1855 0.6177 -0.224 0.085 0.106
H -0.0741 1.3384 2.0850 -0.466 0.571 -0.325
H 1.8318 -0.2375 -0.1170 0.104 -0.365 0.017
H 0.8307 -0.1564 -1.5384 -0.372 0.611 0.113
H 1.5424 -2.4477 -0.7880 0.076 0.086 0.194
H 0.0205 -2.2494 -1.2044 -0.329 -0.077 -0.092
```
Forces are in eV/Å.

Calculated values
- Total charge: +1
- Energy above the lowest of the compared OMol25 structures with the same formula, charge and spin: 18.2 kcal/mol
- HOMO energy: -13.76 eV
- Calculated total energy: -6262.792 eV
- M: 75.1 g mol⁻¹
- Structure (SMILES): C[C@H]([NH3+])CN


Entry 2:
The following is a quantum chemistry calculation of C16H33As2O8PPdS3Si2 as an isolated structure, from the Open Molecules 2025 dataset.

Geometry as XYZ:
```
66
Properties=species:S:1:pos:R:3:forces:R:3
Pd -0.9741 -0.6134 0.7637 -0.120 0.344 0.212
O 3.2723 -0.5564 1.4778 0.070 -0.119 -0.070
As 2.0586 0.6899 1.0297 -0.267 0.121 -0.164
O 2.9476 1.8993 0.4027 0.036 0.007 -0.136
O 1.0476 -0.2148 0.0018 0.278 0.077 0.444
C 1.3073 1.0165 2.8013 0.078 -0.103 0.022
C 2.0559 0.5180 3.8698 -0.037 -0.021 0.032
C 1.6398 0.7041 5.1783 0.055 -0.033 -0.049
C 0.4664 1.3961 5.4397 -0.049 0.027 -0.003
C -0.2733 1.9050 4.3879 -0.039 0.022 0.046
C 0.1405 1.7214 3.0729 0.007 0.079 -0.003
S -0.8857 2.4883 1.8197 0.290 0.214 -0.278
O -2.2374 2.0615 2.1330 -0.144 -0.118 0.052
O -0.6501 3.9056 1.9687 0.000 0.004 -0.011
O -0.3769 1.9118 0.5636 -0.224 0.008 0.277
H 4.0953 -0.2106 1.1072 -0.024 0.037 0.074
H 2.9576 -0.0391 3.6638 0.006 -0.002 -0.004
H 2.2323 0.3031 5.9915 0.001 -0.002 -0.001
H 0.1324 1.5447 6.4595 0.000 0.003 0.004
H -1.1847 2.4641 4.5660 0.025 -0.029 -0.006
C -4.1826 -0.9517 4.6269 0.031 0.000 -0.025
C -3.2573 -0.2744 3.6417 0.051 0.109 0.110
O -3.7775 -0.4447 2.3082 -0.076 -0.140 -0.403
P -2.9687 -1.2424 1.2079 -0.325 0.041 0.267
S -3.4116 -0.8604 -0.6565 -0.026 -0.023 0.148
S 0.0289 -2.0935 2.2439 0.098 -0.140 -0.344
O -3.2535 -2.7383 1.7504 -0.023 0.364 -0.101
C -2.8449 -3.8916 1.0182 0.133 -0.037 -0.104
C -4.0234 -4.8299 0.8852 0.033 -0.012 -0.020
H -3.8232 -0.7847 5.6445 0.002 0.004 -0.010
H -4.2249 -2.0254 4.4422 -0.007 -0.005 -0.001
H -5.1896 -0.5418 4.5435 -0.002 -0.007 0.006
H -2.2446 -0.6836 3.6978 -0.004 0.034 0.017
H -3.1927 0.8034 3.7842 0.025 -0.104 0.057
H -2.0206 -4.3407 1.5778 -0.013 -0.045 -0.057
H -2.4730 -3.5907 0.0334 0.003 -0.057 0.027
H -4.4209 -5.0852 1.8678 -0.008 0.002 0.005
H -3.7178 -5.7512 0.3840 0.005 0.015 0.002
H -4.8133 -4.3618 0.2979 -0.007 0.006 0.010
C 2.8434 -5.4403 -0.1882 0.000 0.116 -0.023
Si 1.1533 -5.1010 0.5596 -0.031 -0.113 0.120
C -0.1167 -6.2293 -0.2434 -0.010 0.074 -0.015
C 1.2107 -5.4157 2.4035 0.025 -0.007 -0.055
As 0.6340 -2.8081 0.2925 0.091 -0.924 0.442
Si 1.0502 -1.8519 -1.8330 0.328 0.393 0.191
C 2.8861 -1.5489 -1.9582 -0.003 0.077 -0.210
C 0.6425 -3.4139 -2.8180 -0.062 0.094 -0.147
C -0.0143 -0.4805 -2.4739 -0.184 -0.039 -0.281
H 3.2601 -6.3657 0.2171 -0.036 -0.026 0.005
H 3.5317 -4.6272 0.0500 0.026 -0.026 0.007
H 2.8013 -5.5391 -1.2744 -0.006 0.024 0.002
H 0.2120 -7.2710 -0.1880 0.022 0.015 0.002
H -0.2720 -5.9754 -1.2937 0.025 -0.014 0.001
H -1.0797 -6.1538 0.2627 -0.028 0.006 0.021
H 1.5163 -6.4509 2.5825 -0.006 0.013 0.019
H 0.2399 -5.2529 2.8733 -0.007 0.015 -0.019
H 1.9286 -4.7531 2.8904 -0.003 -0.003 -0.004
H 3.4838 -2.4178 -1.6802 -0.027 -0.042 0.027
H 3.1584 -0.7058 -1.3287 0.060 0.000 -0.020
H 3.1237 -1.2901 -2.9965 0.024 -0.049 0.020
H 1.2133 -4.2926 -2.5148 0.023 -0.019 0.031
H 0.8637 -3.2266 -3.8749 0.004 -0.022 0.029
H -0.4241 -3.6421 -2.7432 0.020 -0.034 0.007
H 0.0299 0.3878 -1.8227 -0.010 0.023 -0.101
H -1.0525 -0.7878 -2.5993 -0.024 -0.023 -0.033
H 0.3851 -0.2071 -3.4577 -0.043 -0.026 -0.036
```
Forces are in eV/Å.

Calculated values
- Total charge: -1
- Energy above the lowest of the compared OMol25 structures with the same formula, charge and spin: 34.7 kcal/mol
- Expectation value of S²: 0.76
- HOMO energy (alpha / beta): -5.14 / -5.76 eV
- Calculated total energy: -216220.490 eV
- M: 793.0 g mol⁻¹
- Multiplicity: 2


Entry 3:
The following is a quantum chemistry calculation of a 10-piece molecular cluster, C27H55FN4O21S5 overall, from the Open Molecules 2025 dataset.

Geometry as XYZ:
```
113
Properties=species:S:1:pos:R:3:forces:R:3
O 4.7523 -3.9995 -4.5419 0.912 -0.451 -0.344
C 3.7541 -3.5025 -4.1945 -0.852 0.366 0.338
O 2.5155 -4.0518 -4.2969 0.059 0.192 -0.329
C 1.5673 -3.0636 -3.9450 -0.275 0.851 0.656
C 2.3855 -2.1162 -3.0783 -0.252 -1.101 0.622
F 2.4486 -2.5940 -1.7611 -0.236 0.189 -0.364
O 3.6680 -2.2589 -3.6068 -0.331 0.379 -0.032
H 1.1952 -2.4652 -4.7847 0.173 -0.457 -0.287
H 0.7179 -3.4817 -3.4129 0.086 -0.202 0.061
H 1.9654 -1.1174 -3.0143 0.566 0.279 -0.226
C -0.5842 2.3653 -4.8972 -0.224 0.071 -0.071
N -0.2980 3.4608 -5.8682 0.525 0.024 -0.134
O 0.3373 3.1548 -6.8505 -0.005 -0.074 -0.335
O -0.6182 4.5999 -5.5808 -0.242 -0.453 0.064
H -1.5808 2.5287 -4.5086 0.089 0.105 0.371
H 0.2056 2.4334 -4.1603 -0.183 0.108 0.365
H -0.5189 1.3919 -5.3680 0.050 0.153 -0.349
C -4.1350 2.0910 0.1710 -0.444 0.873 -0.481
N -3.5694 1.9846 1.5336 -0.283 -1.389 -0.020
O -3.7896 0.9469 2.1518 0.049 0.589 -0.301
O -2.8954 2.8965 1.9227 0.380 0.548 0.364
H -4.1580 3.1518 -0.0664 0.135 -0.035 -0.027
H -5.1499 1.7142 0.1296 0.077 -0.359 0.266
H -3.4901 1.5851 -0.5380 0.141 -0.197 0.178
C -0.4366 -0.6232 -0.3566 -0.449 -1.058 0.644
N -0.6136 0.5439 -1.2386 0.707 -0.624 -0.330
O -0.9182 1.6163 -0.7738 -0.337 0.137 0.108
O -0.3597 0.3531 -2.4243 -0.181 0.310 0.061
H -0.0446 -0.3319 0.6085 0.241 0.284 -0.140
H 0.1639 -1.3618 -0.8751 0.329 0.261 0.007
H -1.3702 -1.1581 -0.1577 -0.284 0.547 -0.298
C 2.6941 2.2846 -1.9817 0.035 -1.038 0.658
N 2.9735 3.7211 -1.8284 -0.921 0.091 -0.559
O 2.3050 4.3220 -1.0071 0.127 -0.023 0.362
O 3.7348 4.2337 -2.6054 0.673 0.264 -0.156
H 3.3091 1.8215 -2.7414 0.104 0.367 -0.248
H 1.6331 2.1648 -2.1772 -0.081 0.159 -0.101
H 2.8884 1.7898 -1.0303 -0.038 0.142 0.129
O 1.9351 0.9591 0.9746 -0.486 -0.214 -0.008
S 1.6555 1.5344 2.2795 0.516 1.010 0.023
O 0.9267 0.7948 3.2743 -0.122 -0.430 -0.104
C 3.2524 2.1480 2.8500 -0.331 -0.211 -0.047
C 3.3065 3.5548 2.2763 0.162 -0.090 -0.469
C 1.9186 4.1749 2.4621 0.512 0.640 1.026
C 0.8626 3.1513 2.0736 0.493 0.177 -0.206
H 3.9708 1.4538 2.4225 0.139 0.010 0.151
H 3.2733 2.1185 3.9377 -0.026 -0.022 0.019
H 4.1049 4.1350 2.7368 -0.120 0.075 0.106
H 3.5424 3.5077 1.2073 -0.046 -0.052 0.088
H 1.8410 5.1302 1.9436 -0.173 -0.212 -0.355
H 1.8148 4.4545 3.5187 -0.076 -0.247 -0.031
H 0.6398 3.2901 1.0213 -0.368 -0.317 -0.126
H -0.0053 3.1749 2.7217 -0.227 -0.069 -0.188
O -1.9353 -3.3243 -1.5645 -0.408 0.422 -0.200
S -2.5093 -4.4380 -0.8502 1.271 -0.623 0.351
O -3.3878 -4.2392 0.2714 -0.491 0.230 -0.204
C -3.1713 -5.6358 -2.0101 0.007 0.703 -1.205
C -2.5270 -6.9624 -1.6707 -0.394 -0.341 -0.102
C -1.0918 -6.6489 -1.2303 0.090 -0.214 -0.250
C -1.1275 -5.4646 -0.2919 -0.806 -0.073 0.607
H -2.8109 -5.3185 -2.9950 0.162 0.171 0.179
H -4.2502 -5.5170 -2.0849 -0.088 -0.419 0.490
H -3.1459 -7.4964 -0.9469 0.380 0.040 0.343
H -2.4542 -7.6206 -2.5366 -0.287 0.123 -0.120
H -0.5080 -6.3970 -2.1190 0.000 -0.054 -0.019
H -0.6600 -7.5508 -0.8007 0.224 0.176 0.187
H -0.2663 -4.8088 -0.2271 0.187 -0.124 -0.095
H -1.4384 -5.7830 0.7048 0.210 0.067 0.064
O -2.4005 8.9714 -1.5149 0.145 -0.038 -0.029
S -1.3964 8.0365 -1.0647 -0.569 0.058 -0.570
O -0.4473 8.4381 -0.0637 0.121 0.035 0.126
C -2.2232 6.5250 -0.5452 -0.188 -0.560 0.706
C -1.8454 5.4058 -1.5107 1.056 -0.157 -0.430
C -1.3056 6.0441 -2.8011 -0.671 0.313 -0.581
C -0.5442 7.3107 -2.4730 0.515 -0.040 0.463
H -3.2983 6.6666 -0.4611 0.020 0.392 -0.258
H -1.8523 6.3616 0.4681 -0.005 -0.168 -0.080
H -1.0469 4.7936 -1.0977 0.122 -0.002 0.295
H -2.6195 4.6946 -1.7886 -0.411 0.222 0.306
H -2.1587 6.3039 -3.4386 0.072 0.064 0.023
H -0.7023 5.3726 -3.4021 0.075 -0.133 0.153
H -0.4646 8.0237 -3.2883 -0.228 0.119 0.041
H 0.4645 7.1101 -2.1053 -0.017 -0.120 -0.004
O -1.0450 -2.4720 2.0933 -0.043 -0.504 -0.316
S -1.4740 -2.7618 3.4426 -0.039 0.341 0.894
O -0.5255 -3.3174 4.3783 0.247 -0.062 -0.145
C -2.1960 -1.2604 4.0914 0.246 0.609 -0.723
C -3.5108 -1.6361 4.7473 0.765 -1.197 0.835
C -4.0927 -2.8307 3.9672 -0.305 0.601 -0.415
C -2.9574 -3.7555 3.5664 -0.287 -0.865 -0.880
H -2.2837 -0.6321 3.2040 -0.302 0.067 0.105
H -1.4455 -0.7937 4.7271 -0.079 -0.089 0.175
H -3.2135 -2.0325 5.7290 -0.357 0.249 0.097
H -4.2080 -0.8208 4.8974 0.011 0.148 -0.181
H -4.5812 -2.4476 3.0664 0.025 -0.093 -0.015
H -4.8447 -3.3802 4.5291 -0.020 0.091 0.123
H -3.1481 -4.2448 2.6088 0.065 0.340 -0.145
H -2.7832 -4.5890 4.2445 0.259 0.373 0.428
O 4.5517 -0.8297 1.5655 0.087 0.385 -0.020
S 3.8502 -1.5547 2.5932 -0.476 -1.011 0.123
O 3.5343 -0.9427 3.8615 0.235 0.300 -0.115
C 2.3466 -2.3200 1.9344 -0.043 0.900 0.041
C 2.3992 -3.7678 2.3996 0.029 -0.104 -0.996
C 3.8619 -4.1503 2.1929 0.277 -0.994 -0.436
C 4.7156 -3.1134 2.8907 0.402 0.234 -0.337
H 2.3966 -2.2127 0.8490 0.165 -0.221 0.010
H 1.5175 -1.6936 2.2647 -0.034 -0.268 0.267
H 2.0388 -3.9114 3.4138 -0.041 0.062 0.066
H 1.8208 -4.3632 1.6897 -0.349 -0.055 0.383
H 4.0596 -4.1999 1.1131 0.011 0.723 0.035
H 4.1169 -5.1896 2.4266 -0.172 0.198 0.788
H 5.6994 -2.9971 2.4394 0.052 -0.023 0.136
H 4.8014 -3.2444 3.9665 -0.106 -0.077 0.028
```
Forces are in eV/Å.

Calculated values
- Energy above the lowest of the compared OMol25 structures with the same formula, charge and spin: 0.0 kcal/mol
- HOMO energy: -10.02 eV
- Calculated total energy: -134730.314 eV
- M: 951.1 g mol⁻¹
- Structure (SMILES): O=C1OC[C@@H](F)O1.C[N+](=O)[O-].C[N+](=O)[O-].C[N+](=O)[O-].C[N+](=O)[O-].O=S1(=O)CCCC1.O=S1(=O)CCCC1.O=S1(=O)CCCC1.O=S1(=O)CCCC1.O=S1(=O)CCCC1